C10H32NO8 | ωB97M-V/def2-TZVPD

Its total charge is +1. As for the lowest unoccupied orbital energy: -0.170 Ha. The calculation puts the calculated total energy at -1056.41153 Ha. For the orbital gap, the calculation gives 7.1354 eV. For the energy above the lowest of the compared OMol25 structures with the same formula, charge and spin, the calculation gives 518.9 kJ/mol. The value obtained for the highest occupied orbital energy is -0.433 Ha.

Last column: Löwdin charge in e.
Cartesian coordinates (Å):
O1 1.06 0.93 -0.63  0.40
H1 0.33 1.04 -1.25  0.19
H2 1.47 0.07 -0.62  0.19
H3 0.76 0.99 0.28  0.19
C1 -2.95 -1.94 -5.56  -0.07
C2 -1.85 -1.06 -4.91  -0.44
C3 -2.57 0.25 -4.34  -0.10
O2 -1.60 1.37 -4.13  -0.23
C4 -0.82 1.78 -5.11  -0.20
N1 -1.15 -1.69 -3.84  0.04
H4 -3.47 -1.46 -6.39  0.08
H5 -3.74 -2.22 -4.86  0.07
H6 -2.50 -2.90 -5.82  0.08
H7 -1.27 -0.76 -5.78  0.13
H8 -2.94 0.06 -3.33  0.11
H9 -3.36 0.71 -4.94  0.12
H10 -0.19 2.57 -4.69  0.10
H11 -1.34 1.90 -6.06  0.10
H12 -0.11 0.99 -5.32  0.07
H13 -1.82 -2.29 -3.36  0.08
H14 -0.37 -2.19 -4.23  0.08
C5 -2.25 6.03 3.15  -0.16
C6 -1.51 5.71 4.53  -0.22
O3 -2.37 4.83 5.26  -0.09
O4 -2.29 4.75 2.43  -0.12
H15 -1.63 6.79 2.68  0.11
H16 -3.32 6.23 3.17  0.12
H17 -1.25 6.58 5.13  0.11
H18 -0.60 5.11 4.51  0.11
H19 -1.83 4.32 5.87  0.08
H20 -2.95 4.18 2.84  0.07
C7 6.40 -2.85 0.63  -0.21
C8 6.89 -3.24 2.02  -0.24
O5 7.46 -2.14 2.70  -0.06
O6 5.46 -1.73 0.61  -0.10
H21 5.79 -3.62 0.15  0.11
H22 7.24 -2.54 0.00  0.12
H23 7.63 -4.04 1.96  0.12
H24 6.10 -3.65 2.65  0.12
H25 8.11 -1.77 2.10  0.08
H26 5.88 -1.01 0.13  0.07
C9 -1.52 -2.12 3.84  -0.21
C10 -2.16 -2.75 2.55  -0.23
O7 -3.35 -3.48 2.87  -0.08
O8 -0.43 -1.29 3.41  -0.10
H27 -1.26 -2.95 4.51  0.12
H28 -2.26 -1.49 4.33  0.11
H29 -1.56 -3.55 2.11  0.11
H30 -2.24 -2.10 1.69  0.10
H31 -4.14 -2.99 3.10  0.08
H32 0.35 -1.36 3.95  0.08

C10H34BO10 | ωB97M-V/def2-TZVPD

Its total charge is -1. As for the lowest unoccupied orbital energy: 0.113 Ha. The calculation puts the calculated total energy at -1178.60541 Ha. For the orbital gap, the calculation gives 10.0149 eV. For the energy above the lowest of the compared OMol25 structures with the same formula, charge and spin, the calculation gives 0.0 kJ/mol. The value obtained for the highest occupied orbital energy is -0.255 Ha.

Last column: Löwdin charge in e.
Cartesian coordinates (Å):
B1 -0.69 -0.50 0.13  -0.36
H1 -1.18 -0.43 -0.90  0.00
H2 -1.15 -1.35 0.76  0.02
H3 0.42 -0.74 -0.05  0.00
H4 -0.81 0.52 0.63  0.01
C1 3.42 -0.95 1.05  -0.22
C2 3.93 -0.14 2.24  -0.24
O1 3.19 1.08 2.32  -0.09
O2 2.48 -1.97 1.45  -0.09
H5 4.22 -1.49 0.54  0.11
H6 2.98 -0.37 0.24  0.11
H7 4.96 0.18 2.09  0.11
H8 3.95 -0.75 3.15  0.11
H9 2.27 0.82 2.51  0.04
H10 1.58 -1.66 1.28  0.04
C3 0.85 2.35 -0.92  -0.24
C4 1.84 3.40 -1.42  -0.24
O3 1.41 3.97 -2.63  -0.07
O4 0.95 1.16 -1.69  -0.11
H11 -0.17 2.74 -0.99  0.12
H12 1.15 2.11 0.11  0.11
H13 2.85 3.00 -1.54  0.12
H14 1.84 4.15 -0.62  0.12
H15 1.39 3.29 -3.30  0.08
H16 0.36 0.49 -1.28  -0.01
C5 -4.18 -0.48 -1.50  -0.25
C6 -4.27 0.92 -0.94  -0.25
O5 -3.12 1.69 -1.25  -0.08
O6 -3.51 -1.37 -0.61  -0.10
H17 -3.74 -0.44 -2.50  0.12
H18 -5.22 -0.82 -1.62  0.11
H19 -4.41 0.89 0.14  0.12
H20 -5.08 1.46 -1.44  0.11
H21 -2.35 1.37 -0.77  0.04
H22 -2.54 -1.14 -0.54  0.00
C7 -1.15 -0.40 4.09  -0.25
C8 -0.50 0.95 3.78  -0.23
O7 0.39 0.94 2.67  -0.12
O8 -2.15 -0.78 3.18  -0.07
H23 -1.65 -0.29 5.05  0.11
H24 -0.36 -1.16 4.13  0.12
H25 0.01 1.29 4.68  0.12
H26 -1.32 1.66 3.62  0.12
H27 0.01 0.67 1.80  0.01
H28 -1.76 -0.83 2.29  0.02
C9 1.17 -1.87 -2.97  -0.22
C10 -0.28 -2.27 -3.02  -0.27
O9 -0.71 -2.98 -1.88  -0.06
O10 1.95 -3.09 -3.17  -0.10
H29 1.52 -1.58 -1.98  0.10
H30 1.46 -1.09 -3.68  0.12
H31 -0.43 -2.83 -3.94  0.12
H32 -0.84 -1.33 -3.15  0.11
H33 -0.69 -2.31 -1.17  0.03
H34 1.71 -3.64 -2.42  0.07

C10H34BO22 | ωB97M-V/def2-TZVPD

Its total charge is -1. As for the lowest unoccupied orbital energy: 0.068 Ha. The calculation puts the calculated total energy at -2081.82502 Ha. For the orbital gap, the calculation gives 9.0069 eV. The value obtained for the highest occupied orbital energy is -0.263 Ha.

Last column: Löwdin charge in e.
Cartesian coordinates (Å):
O1 0.72 3.11 -1.30  0.05
C1 0.12 2.17 -0.70  -0.31
O2 0.55 0.96 -0.56  0.26
B1 -0.47 0.16 0.08  -0.95
O3 -1.55 1.08 0.51  0.25
C2 -1.27 2.23 -0.10  -0.30
O4 -2.03 3.19 -0.29  0.11
O5 0.22 -0.52 1.16  0.24
C3 0.21 -1.83 0.95  -0.35
O6 0.58 -2.71 1.68  0.14
C4 -0.48 -2.07 -0.41  -0.38
O7 -0.97 -0.90 -0.77  0.26
O8 -0.55 -3.20 -0.80  0.16
O9 2.52 3.16 0.78  -0.04
H1 2.38 3.51 -0.10  0.02
H2 2.76 2.24 0.63  0.00
O10 -3.40 -3.16 1.19  -0.04
H3 -2.60 -2.83 0.78  0.00
H4 -3.83 -2.37 1.54  0.01
O11 -1.96 6.14 0.21  -0.06
H5 -2.81 5.78 -0.06  0.02
H6 -1.32 5.53 -0.16  0.01
O12 0.76 -4.99 3.91  -0.05
H7 0.63 -5.72 3.32  0.04
H8 1.44 -4.46 3.50  0.02
O13 1.74 -4.97 -1.57  -0.05
H9 2.09 -5.48 -0.83  0.03
H10 1.46 -4.14 -1.18  -0.01
O14 -0.11 -1.98 4.49  -0.01
H11 0.41 -2.34 3.77  0.03
H12 0.15 -2.49 5.26  0.07
O15 -2.86 3.55 2.59  -0.04
H13 -3.07 3.84 1.70  0.01
H14 -2.25 4.22 2.92  0.04
O16 0.71 3.24 -3.91  -0.04
H15 1.17 3.93 -4.38  0.05
H16 0.95 3.38 -2.99  -0.01
C5 -1.09 -0.36 -4.79  -0.24
C6 0.23 -0.41 -4.07  -0.29
O17 1.15 0.54 -4.51  -0.05
O18 -2.02 -1.44 -4.56  -0.06
H17 -0.84 -0.49 -5.84  0.11
H18 -1.51 0.65 -4.80  0.12
H19 0.60 -1.40 -4.34  0.13
H20 0.03 -0.49 -3.00  0.10
H21 0.80 1.39 -4.25  0.03
H22 -1.61 -2.31 -4.61  0.08
C7 -3.17 0.43 3.46  -0.24
C8 -1.74 0.81 3.91  -0.25
O19 -1.39 0.11 5.10  -0.08
O20 -3.25 -0.96 3.30  -0.05
H23 -3.28 1.01 2.55  0.09
H24 -3.78 0.92 4.23  0.11
H25 -1.54 1.88 3.96  0.10
H26 -1.09 0.63 3.06  0.10
H27 -0.85 -0.67 4.94  -0.01
H28 -2.61 -1.30 3.93  0.07
C9 3.20 -0.82 -1.98  -0.22
C10 3.95 0.08 -0.95  -0.24
O21 4.51 -0.54 0.16  -0.05
O22 4.08 -1.28 -2.98  -0.05
H29 2.38 -0.21 -2.35  0.09
H30 2.67 -1.65 -1.51  0.12
H31 3.19 0.76 -0.57  0.08
H32 4.67 0.72 -1.46  0.12
H33 4.48 0.05 0.91  0.08
H34 3.79 -0.88 -3.80  0.08

C10H34BaN6O6 | ωB97M-V/def2-TZVPD

Its total charge is +1. As for the lowest unoccupied orbital energy (spin up / spin down): -0.093 / -0.095 Ha. The calculation puts the calculated total energy at -1206.68641 Ha. For the orbital gap (spin up / spin down), the calculation gives 2.0600 / 9.9689 eV. The expectation value of S² is 0.750. Its spin multiplicity is 2. The value obtained for the highest occupied orbital energy (spin up / spin down) is -0.168 / -0.462 Ha.

Last column: Löwdin charge in e.
Cartesian coordinates (Å):
Ba1 26.52 -17.97 -11.60  1.74
C1 24.35 -14.87 -11.52  -0.80
O1 25.09 -15.71 -11.86  -0.10
N1 23.49 -15.02 -10.55  0.19
N2 24.31 -13.68 -12.11  0.19
H1 22.69 -14.40 -10.64  0.12
H2 23.31 -15.93 -10.14  0.11
H3 24.77 -13.72 -13.01  0.13
H4 23.64 -12.95 -11.94  0.12
C2 29.40 -15.48 -12.28  -0.76
O2 28.31 -16.06 -12.31  -0.15
N3 30.37 -15.49 -11.36  0.15
N4 29.90 -14.75 -13.17  0.17
H5 31.24 -15.05 -11.61  0.10
H6 30.19 -15.88 -10.44  0.10
H7 30.86 -14.49 -13.00  0.12
H8 29.40 -14.75 -14.04  0.14
C3 26.84 -18.92 -7.81  -0.04
C4 25.57 -18.24 -8.24  -0.45
C5 25.67 -16.69 -8.44  -0.20
O3 26.69 -16.39 -9.32  -0.31
C6 27.13 -15.07 -9.28  -0.09
N5 25.11 -18.89 -9.39  -0.08
H9 27.69 -18.61 -8.42  0.05
H10 26.80 -20.00 -7.98  0.09
H11 27.11 -18.74 -6.77  0.10
H12 24.77 -18.47 -7.54  0.15
H13 25.78 -16.26 -7.44  0.14
H14 24.66 -16.38 -8.71  0.10
H15 27.94 -14.88 -9.98  0.08
H16 27.40 -14.70 -8.29  0.10
H17 26.30 -14.40 -9.49  0.09
H18 25.12 -19.86 -9.08  0.08
H19 24.10 -18.84 -9.41  0.09
C7 25.49 -22.80 -12.54  -0.05
C8 25.51 -21.26 -12.58  -0.45
C9 24.08 -20.69 -12.47  -0.17
O4 24.25 -19.28 -12.36  -0.39
C10 23.20 -18.45 -12.81  -0.08
N6 26.58 -20.85 -11.67  -0.05
H20 24.55 -23.12 -12.99  0.08
H21 25.55 -23.14 -11.51  0.09
H22 26.30 -23.16 -13.17  0.09
H23 25.85 -20.96 -13.57  0.12
H24 23.76 -21.05 -11.50  0.12
H25 23.36 -21.11 -13.17  0.14
H26 22.25 -18.74 -12.35  0.10
H27 23.24 -18.50 -13.90  0.11
H28 23.41 -17.46 -12.39  0.06
H29 27.44 -21.35 -11.82  0.08
H30 26.16 -21.14 -10.80  0.06
O5 28.35 -18.93 -13.60  -0.21
H31 29.18 -18.65 -13.97  0.02
H32 27.96 -19.50 -14.27  0.01
O6 29.18 -18.72 -10.49  -0.18
H33 29.85 -19.21 -10.96  0.02
H34 29.66 -18.23 -9.82  0.02